(1)
Density functional theory data (the ωB97M-V functional and the def2-TZVPD basis) for a structure of composition C18H46N2NaO6.

As for the charge: +1. Its HOMO energy is -0.426 Eh. As for the energy above the lowest of the compared OMol25 structures with the same formula, charge and spin: 0.0 kcal/mol.

```
73
Properties=species:S:1:pos:R:3:mulliken_charge:R:1
H 1.839 1.069 3.170 0.265
H 1.268 -4.861 0.793 0.362
O 1.715 -2.989 0.308 0.150
H -0.547 2.339 2.174 0.144
C 1.086 0.974 -2.640 -1.014
H 0.027 1.013 -2.893 0.371
H 2.357 2.596 1.004 0.339
H 1.351 -3.683 2.091 0.489
C -2.919 -1.620 -1.961 0.699
H 2.576 -0.623 -2.662 0.463
C 2.331 0.273 2.611 -0.854
H -1.846 -2.662 3.392 0.441
H -1.119 -4.053 0.111 0.358
H -1.864 3.873 1.129 0.127
H 0.899 2.314 -1.109 -0.105
H -3.322 -3.167 -0.399 0.285
H -2.236 -1.644 -4.056 0.307
C -2.642 -2.327 -3.310 -1.106
N 1.267 1.383 -1.246 0.449
C 0.938 -3.869 1.100 -0.776
H -4.772 -2.762 -1.155 0.456
H 1.492 1.657 -3.387 0.563
C -3.806 -2.328 -0.899 -1.369
C 2.699 1.626 0.642 -0.869
O 0.221 4.235 -0.249 -0.513
H -1.068 -1.242 -2.001 -0.038
H -1.952 -3.102 -2.977 0.180
H -0.318 7.234 0.829 0.418
H 3.298 0.589 -1.127 0.299
C 3.090 -2.878 0.493 -0.839
H 3.710 1.617 1.049 0.475
C -1.321 1.627 2.460 -0.911
H 3.181 2.299 -1.374 0.440
H 1.126 6.647 0.147 0.343
C 0.060 6.426 0.203 -1.697
N -1.212 -2.366 1.364 0.224
H 1.968 -3.002 -2.312 0.151
H -2.107 5.458 1.836 0.386
H -2.316 5.164 0.105 0.315
H 1.898 -0.685 2.897 0.071
H 3.494 -3.834 0.161 0.361
C -1.695 4.938 0.972 -1.083
H 3.407 0.188 2.765 0.373
H -1.856 1.967 3.347 0.388
H -3.557 -0.743 -2.066 0.141
H 0.381 4.921 1.675 0.362
H -4.110 -1.602 -0.144 0.311
H -0.178 -1.961 3.113 0.317
H 3.442 -2.084 -0.166 0.121
O -1.742 -1.202 -1.318 -0.140
O 2.052 0.475 1.255 0.166
C -1.695 -0.607 2.911 -0.906
C -1.220 -1.999 2.795 -0.706
H -2.058 1.541 1.661 0.392
C -0.201 5.110 0.774 0.450
Na 0.533 -0.738 0.026 0.561
O 0.777 -1.485 -2.512 0.091
C -0.654 -3.672 1.020 -0.991
H -1.113 -4.428 1.658 0.506
H 0.266 -3.408 -2.790 0.165
H 1.790 -0.441 -4.121 0.518
H -2.066 -2.103 0.894 -0.174
H -3.580 -2.752 -3.666 0.420
C 2.685 1.458 -0.890 -0.829
C 1.148 -2.803 -3.002 -0.705
O -0.685 0.351 2.634 -0.050
H 1.455 -2.907 -4.043 0.289
H 3.467 -2.664 1.493 0.336
H -0.039 4.787 -0.990 0.317
H -0.490 6.579 -0.727 0.504
C 1.578 -0.424 -3.052 -0.873
H -2.014 -0.428 3.938 0.435
H -2.554 -0.584 2.241 0.456
```

(2)
Density functional theory data (the ωB97M-V functional and the def2-TZVPD basis) for a cluster of 4 separate species, C18H46N2O6 in total.

The SMILES is COCCNCCOC.COCCNCCOC.CC(C)O.CC(C)O. Its HOMO energy is -0.314 Eh. As for the energy above the lowest of the compared OMol25 structures with the same formula, charge and spin: 103.5 kcal/mol.

```
72
Properties=species:S:1:pos:R:3:mulliken_charge:R:1
H 14.182 18.616 20.126 0.318
C 13.761 20.878 24.862 -0.558
H 22.298 11.272 15.569 0.322
H 15.504 19.122 19.016 0.231
C 28.604 13.470 20.791 0.610
H 20.826 10.527 16.266 0.309
C 12.932 21.562 26.026 -0.678
H 18.371 12.835 6.783 0.369
C 18.867 12.163 15.275 -1.282
O 11.617 21.065 26.162 -0.327
N 17.008 11.348 7.362 -0.210
C 29.784 13.108 19.767 -1.120
H 30.461 13.932 19.542 0.323
C 27.361 14.087 20.125 -1.485
H 18.091 9.488 5.033 0.303
C 21.285 11.455 15.927 -1.274
H 28.255 12.580 21.313 0.172
O 16.793 10.907 4.557 -0.392
C 16.115 12.389 7.962 -0.466
H 26.536 14.271 20.814 0.412
O 29.104 14.468 21.634 -0.542
H 30.312 12.260 20.204 0.289
H 11.404 20.693 28.303 0.317
H 20.740 13.046 14.482 0.211
C 17.999 11.849 6.503 -0.825
H 13.416 22.107 21.053 0.410
H 16.764 12.946 5.222 0.367
H 14.615 12.457 9.403 0.386
H 28.376 14.923 22.064 0.306
C 20.374 12.095 14.869 0.524
H 18.558 10.279 3.598 0.323
H 15.802 13.092 7.191 0.327
H 10.955 22.258 27.739 0.322
H 16.461 10.844 6.678 0.245
C 14.966 11.727 8.673 -0.648
N 13.540 21.564 23.569 -0.360
H 18.814 11.126 6.455 0.361
C 13.785 21.082 21.076 -0.737
H 16.724 12.877 8.724 0.321
H 13.438 21.607 26.990 0.437
H 15.041 9.121 10.477 0.265
H 21.446 12.066 16.814 0.364
C 10.998 21.212 27.435 -0.800
H 14.186 9.046 9.028 0.339
H 18.361 12.657 14.446 0.368
H 14.157 11.415 8.012 0.378
H 17.149 9.134 3.570 0.238
H 29.321 12.826 18.821 0.308
H 18.270 11.257 15.383 0.334
H 19.588 11.331 13.222 0.313
H 18.100 12.388 4.337 0.419
H 12.580 21.493 23.264 0.243
C 14.398 20.978 22.496 -0.461
H 13.517 19.820 24.769 0.374
H 9.954 20.903 27.470 0.283
O 20.258 11.084 13.864 -0.551
C 14.420 9.743 9.833 -0.835
H 27.556 15.021 19.598 0.359
O 14.649 20.718 19.944 -0.363
C 15.008 19.310 19.968 -0.703
C 17.674 9.915 4.121 -0.713
H 14.829 20.866 25.082 0.409
H 15.426 21.340 22.519 0.293
H 15.626 19.131 20.848 0.294
H 26.942 13.416 19.375 0.368
H 14.605 19.925 22.688 0.327
H 18.633 12.872 16.068 0.362
O 15.442 10.630 9.479 -0.265
H 13.581 10.124 10.415 0.305
C 17.370 12.053 5.074 -0.591
H 12.840 20.538 21.087 0.396
H 12.672 22.587 25.758 0.333
```

(3)
Density functional theory data (the ωB97M-V functional and the def2-TZVPD basis) for a structure of composition C18H46O15S4V.

As for the multiplicity: 3. The expectation value of S² is 2.0754. As for the charge: +1. Its HOMO energy (spin up / spin down) is -0.469 / -0.469 Eh. As for the energy above the lowest of the compared OMol25 structures with the same formula, charge and spin: 134.0 kcal/mol.

```
84
Properties=species:S:1:pos:R:3:mulliken_charge:R:1
H 5.170 -0.749 0.172 0.156
H -5.649 1.757 -0.385 0.250
C 1.838 -4.098 -0.935 0.336
H 1.392 -3.381 -3.007 0.339
C 5.154 -3.420 1.100 -0.569
H 3.645 2.528 -3.839 0.410
H -1.042 2.722 5.043 0.497
C 0.927 -3.418 -2.021 -1.179
H 4.267 -6.438 0.131 0.313
H 2.906 3.354 -2.523 0.295
S 1.973 -6.779 -0.421 1.060
H 0.637 -2.399 -1.765 0.181
C -1.034 1.651 -3.120 -0.646
H 2.703 -0.347 0.854 -0.475
H -4.822 -1.869 2.737 0.356
O 0.854 -6.638 0.474 -0.546
O -5.671 3.255 -4.438 -0.575
H 2.426 1.636 -2.902 0.145
H 1.183 2.129 -4.719 0.281
O 3.815 0.955 3.495 -0.364
O -1.795 4.317 -2.782 -0.570
H 2.625 -3.401 -0.645 -0.234
H 1.556 -0.504 -0.358 -0.046
C 3.408 -6.609 0.780 -0.787
O -1.399 3.581 -5.136 -0.603
H -0.289 1.505 -2.338 -0.043
C -3.580 2.252 -0.050 -0.812
H 6.643 -0.241 1.065 0.353
S -5.821 3.433 -3.004 1.162
O -7.119 3.226 -2.349 -0.597
C 0.789 0.450 1.256 0.620
C -1.377 1.936 4.365 -0.678
H -1.089 1.615 1.354 -0.122
H 2.325 1.136 -0.148 0.302
H -3.208 1.283 -0.384 0.175
C 5.554 -2.049 1.743 0.368
H -3.835 -0.832 1.629 0.193
H -2.189 -0.894 3.606 0.059
H -2.922 2.942 -0.578 0.299
C 1.942 0.239 0.339 0.362
H 0.110 2.293 0.309 0.472
H -0.718 0.736 -0.142 0.223
C 2.703 2.613 -3.297 -1.014
O -4.700 2.473 -2.100 -0.315
H -1.997 1.462 -2.644 0.333
O -2.947 0.711 6.247 -0.634
O -3.635 0.526 3.881 -0.232
H 4.857 -4.077 1.917 0.327
H -5.186 3.429 -0.280 0.380
O 1.181 0.682 2.610 -0.427
H 4.340 -3.388 0.375 -0.245
H 6.420 -2.075 2.404 0.296
O 4.533 -1.518 2.517 -0.517
O 0.602 3.696 -3.332 -0.349
H -3.639 2.445 1.021 0.386
C -5.128 5.114 -2.631 -0.769
H 3.642 -7.372 1.522 0.443
C -3.826 -1.500 2.491 -1.156
O 2.336 -5.333 -1.352 -0.370
C -4.905 2.476 -0.727 -0.429
H 0.115 -0.399 1.373 0.111
H -1.553 2.337 3.367 0.094
O -3.789 2.794 5.042 -0.570
H -0.980 0.922 4.395 0.152
H -0.757 0.992 -3.942 0.454
H 1.805 3.750 -4.952 0.414
S -3.042 1.537 5.034 1.137
H 5.985 -3.888 0.572 0.412
V 2.910 -0.391 3.545 1.386
H -3.436 -1.166 4.820 0.470
O 2.169 -7.939 -1.277 -0.550
H -5.088 5.590 -3.611 0.397
H -3.320 -2.444 2.285 0.405
C -3.260 -0.830 3.799 -0.082
C 6.041 -1.087 0.733 -1.230
H 3.063 -5.692 1.257 0.173
H -5.773 5.559 -1.873 0.358
H 1.193 -4.189 -0.062 0.387
C 1.528 3.019 -4.193 -0.267
S -1.036 3.485 -3.726 1.117
H -4.111 4.964 -2.268 0.160
C -0.296 1.343 0.658 -0.743
H 6.715 -1.538 0.005 0.391
H -0.018 -3.960 -2.063 0.354
```

(4)
Density functional theory data (the ωB97M-V functional and the def2-TZVPD basis) for a cluster of 3 separate species, C18H47N3OSi in total.

The SMILES is COC[C@H](N)[Si](C)(C)C.CCN(CC)CC.CCN(CC)CC. Its HOMO energy is -0.298 Eh.

```
70
Properties=species:S:1:pos:R:3:mulliken_charge:R:1
H 4.911 -2.146 -3.584 0.264
H -5.462 0.678 7.191 0.219
H -3.439 1.277 6.656 0.346
C -3.153 1.514 5.632 -1.016
H -5.527 2.680 4.426 0.253
H -4.662 1.518 1.728 0.325
H -5.102 3.201 2.054 0.455
H 7.002 0.106 -5.105 0.268
C 0.961 -1.703 -5.872 -1.121
H -7.181 0.368 6.988 0.395
H -2.063 1.520 5.590 0.359
C -5.517 1.863 3.685 -0.387
H 3.916 0.717 -4.770 0.264
C 2.894 0.499 -5.078 -0.976
H -3.101 0.576 3.703 0.189
H 5.463 -3.545 -4.497 0.345
H 1.119 -1.531 -6.939 0.333
H 2.227 1.092 -4.448 0.336
H -0.398 -0.701 -0.825 0.380
C 3.903 -2.425 -5.509 0.284
H -6.553 1.734 3.361 0.487
H 1.234 -1.854 1.511 0.366
H -6.475 1.838 6.327 0.279
H 2.484 1.119 1.535 0.282
H 2.778 0.837 -6.109 0.295
H 5.763 -0.168 -3.870 0.216
N -0.124 0.502 0.825 0.174
H 0.636 1.304 -0.909 0.402
H -3.650 2.522 2.772 0.152
H 4.629 -1.203 -7.011 0.263
H -5.716 -0.993 5.409 0.356
C -0.296 1.886 2.873 -1.400
C -6.296 0.775 6.496 -0.965
H -3.493 2.527 5.412 0.210
N -5.096 0.590 4.242 0.120
H -0.359 1.810 3.959 0.282
H 0.646 -2.741 -5.743 0.320
C -3.696 0.499 4.616 -0.517
H 0.139 -1.059 -5.551 0.310
C 6.616 -0.614 -4.385 -0.609
C -0.088 0.504 2.276 -0.470
H 2.119 -2.769 -2.909 0.454
C 2.301 1.243 0.467 -0.928
H 1.186 -1.257 -2.806 0.041
C 0.930 -1.802 0.464 -0.874
H -0.900 -0.149 2.608 0.559
C -0.232 -0.826 0.249 -0.747
H -6.997 -0.074 4.651 0.420
C 0.804 1.406 0.167 -0.688
C 2.151 -1.690 -3.073 -0.734
H 0.523 2.569 2.643 0.467
H 1.800 -1.536 -0.134 0.025
N 4.304 -2.157 -6.904 -0.731
C -6.046 0.025 5.182 -0.715
H -1.223 2.328 2.504 0.297
H 2.737 0.388 -0.048 0.161
H 0.510 2.428 0.415 0.367
H -1.147 -1.277 0.648 0.383
H 0.839 0.073 2.689 0.220
H 2.923 -1.271 -2.426 0.228
H -3.529 -0.515 4.990 0.318
H 0.625 -2.806 0.161 0.396
H 2.841 2.135 0.144 0.388
H 7.393 -0.822 -3.643 0.275
C 5.151 -2.504 -4.594 -0.644
O 6.256 -1.781 -5.082 -0.403
C -4.679 2.296 2.492 -1.317
H 3.487 -3.440 -5.524 0.362
H 3.503 -2.262 -7.515 0.275
Si 2.500 -1.324 -4.881 0.079
```